1.
{"formula": "C3H14N2O2", "method": "ωB97M-V/def2-TZVPD", "spin_multiplicity": 2, "e_tot_ha": -382.574448, "fmax_ha_per_bohr": 0.1254, "gap_ev": [1.8, 8.9], "charge": -1, "e_homo_ev": [1.11, -6.01], "elements": ["N", "C", "C", "C", "N", "H", "H", "H", "H", "H", "H", "H", "H", "H", "H", "H", "H", "O", "H", "H", "O"], "positions_angstrom": [[-1.34784, -0.12345, 0.56893], [-0.71316, 0.68794, -0.56949], [-1.64537, 0.41864, -1.86376], [0.68807, 0.12680, -0.84427], [1.51313, 0.52931, 0.19018], [-0.66180, -0.00146, 1.35625], [-2.28179, 0.36254, 0.80059], [-0.67336, 1.79124, -0.43453], [-1.37241, 1.15585, -2.53922], [-2.70618, 0.54667, -1.53723], [-1.56738, -0.61746, -2.33412], [0.60876, -0.90720, -1.08688], [0.87476, 0.50166, -1.91132], [2.10530, 1.16249, -0.08248], [0.88218, 1.03913, 0.82339], [-3.46658, 1.02046, 6.06779], [-2.96322, 1.84504, 5.06022], [-3.74761, 1.46203, 5.32133], [5.87271, -3.00770, -3.22736], [4.65179, -2.60052, -2.55788], [4.94299, -3.02854, -3.32707]], "forces_ev_per_a": [[0.36, 2.22, -0.50], [-2.42, -2.72, -1.52], [-0.23, -1.62, 2.70], [-2.83, 1.20, -3.53], [-2.51, -3.20, 3.72], [-1.46, -0.16, -0.26], [1.96, -0.80, 0.13], [0.02, -0.64, 0.21], [0.25, 1.39, -1.73], [0.71, 0.02, -0.44], [0.20, 1.27, 0.85], [-0.01, -1.26, 0.64], [0.66, 0.27, 1.34], [4.47, 4.24, -1.88], [0.84, -0.23, 0.33], [0.57, -1.83, 2.75], [2.80, 1.66, -1.64], [-3.36, 0.17, -1.18], [1.59, -0.09, -0.08], [-1.04, 0.98, 1.70], [-0.57, -0.88, -1.61]], "nbo_charge": [-0.913, -0.279, -0.625, -0.277, -0.892, 0.308, 0.320, 0.143, 0.186, 0.200, 0.194, 0.168, 0.154, 0.338, 0.311, 0.435, 0.361, -1.092, 0.453, 0.456, -0.949]}



2.
{"formula": "C3H14N2O2", "method": "ωB97M-V/def2-TZVPD", "e_tot_ha": -382.633568, "fmax_ha_per_bohr": 0.0991, "gap_ev": 10.1, "smiles": "C[C@H](N)CN.O.O", "e_homo_ev": -9.35, "elements": ["C", "C", "N", "C", "N", "H", "H", "H", "H", "H", "H", "H", "H", "H", "H", "O", "H", "H", "O", "H", "H"], "positions_angstrom": [[1.28371, -0.79024, -2.05449], [0.61690, -0.55347, -0.70087], [0.48964, -1.69169, 0.30528], [-0.85059, -0.01981, -0.92530], [-1.70481, -0.26144, 0.22274], [0.66502, -1.59573, -2.59118], [1.24603, 0.10363, -2.64009], [2.29570, -1.25122, -2.04549], [1.35395, 0.21248, -0.25062], [0.54422, -2.56379, -0.20143], [1.18743, -1.55859, 0.91688], [-1.28782, -0.73340, -1.68850], [-0.73625, 0.99934, -1.28374], [-1.71990, 0.62603, 0.92710], [-1.27894, -1.02252, 0.80960], [4.32088, 4.11751, 3.03114], [4.13144, 4.77213, 3.74019], [4.38786, 3.30520, 3.39677], [-4.38638, -1.24796, -0.42056], [-4.53815, -1.47995, -1.27653], [-3.52052, -0.91702, -0.30972]], "forces_ev_per_a": [[-1.02, -3.29, -0.28], [0.69, 0.79, 1.25], [-2.05, 0.77, -4.31], [1.04, -2.09, -0.16], [-0.32, 3.08, 3.26], [0.66, 1.15, 0.36], [0.14, 0.54, -0.39], [-0.44, 0.74, 0.35], [-1.66, -0.74, 0.00], [0.27, -0.26, 0.31], [3.11, -0.18, 2.71], [0.62, 1.16, 0.09], [-0.77, 0.08, 0.00], [0.06, -2.65, -2.27], [-0.34, 0.86, -0.99], [-0.53, 4.89, -1.33], [0.24, -0.97, -0.72], [0.29, -3.93, 2.05], [-1.63, 0.13, 3.55], [-0.43, -0.90, -3.65], [2.07, 0.81, 0.16]], "nbo_charge": [-0.626, -0.061, -0.847, -0.235, -0.885, 0.193, 0.220, 0.218, 0.178, 0.364, 0.360, 0.174, 0.205, 0.354, 0.406, -0.934, 0.473, 0.461, -0.964, 0.453, 0.493]}



3.
{"formula": "C3H14N2O2", "method": "ωB97M-V/def2-TZVPD", "spin_multiplicity": 2, "e_tot_ha": -382.348923, "fmax_ha_per_bohr": 0.0351, "gap_ev": [9.6, 4.6], "charge": 1, "e_homo_ev": [-13.33, -13.33], "elements": ["N", "C", "C", "C", "N", "H", "H", "H", "H", "H", "H", "H", "H", "H", "H", "H", "H", "O", "H", "H", "O"], "positions_angstrom": [[3.20587, -0.97990, -0.50878], [2.14152, -0.26627, -1.12948], [1.17534, 0.29849, -0.07973], [0.04691, 1.11815, -0.68027], [-0.82688, 1.56662, 0.40702], [4.07811, -1.16043, -1.00807], [2.93523, -1.84494, -0.02527], [1.63438, -1.12327, -1.61870], [2.51030, 0.44650, -1.85893], [0.74884, -0.56657, 0.45780], [1.70750, 0.88344, 0.68267], [-0.51922, 0.46343, -1.33939], [0.43109, 1.94023, -1.30329], [-0.25138, 1.89778, 1.17372], [-1.42737, 2.32747, 0.09086], [-2.38276, 0.86063, 3.08722], [-1.98506, 0.49245, 1.64649], [-2.59253, 0.25668, 2.36875], [-2.75156, -1.06248, -0.78043], [-2.78930, -2.48088, -0.30004], [-2.23050, -1.87439, -0.80748]], "forces_ev_per_a": [[-0.18, -1.48, -1.01], [0.40, 0.23, 0.62], [-0.35, -0.45, 0.72], [-0.16, -0.05, -0.21], [0.27, -0.02, -0.35], [0.28, 0.69, 0.10], [-0.03, 0.57, 0.65], [-0.38, 0.17, -0.37], [0.08, 0.02, -0.03], [-0.07, 0.34, -0.11], [0.20, -0.02, -0.39], [-0.18, -0.03, -0.13], [0.11, -0.09, 0.21], [-0.18, 0.32, 0.00], [0.17, -0.19, 0.22], [-0.07, -0.03, 0.01], [-0.15, 0.06, 0.14], [0.13, -0.10, -0.13], [0.09, 0.01, -0.06], [0.27, -0.02, -0.11], [-0.26, 0.10, 0.22]], "nbo_charge": [-0.262, -0.264, -0.413, -0.218, -0.842, 0.422, 0.414, 0.309, 0.253, 0.239, 0.228, 0.208, 0.186, 0.364, 0.392, 0.465, 0.481, -0.962, 0.473, 0.483, -0.955]}



4.
{"formula": "C3H14N2O2S", "method": "ωB97M-V/def2-TZVPD", "e_tot_ha": -780.564518, "fmax_ha_per_bohr": 0.0901, "gap_ev": 3.4, "e_homo_ev": -8.52, "elements": ["N", "C", "C", "S", "C", "N", "H", "H", "H", "H", "H", "H", "H", "H", "H", "H", "H", "H", "O", "H", "H", "O"], "positions_angstrom": [[0.23403, 0.23222, 1.63370], [0.51115, 1.21422, 0.51701], [2.04726, 1.09695, 0.34455], [2.56180, -0.49559, -0.19297], [-0.23034, 0.95529, -0.82544], [-1.63185, 1.63984, -0.67495], [0.64640, -0.65185, 1.10787], [4.10684, -3.63834, -1.75628], [4.27768, -3.52384, -1.00157], [0.13433, 2.20457, 0.98120], [2.58577, 1.43853, 1.24147], [2.33117, 1.84971, -0.45114], [0.33614, 1.34198, -1.78397], [-0.29293, -0.17075, -1.04317], [-2.05903, 1.75376, -1.56305], [-2.17475, 1.05824, 0.00597], [-3.47652, 0.00113, 1.09368], [-0.83257, 0.09806, 1.39922], [-2.52921, 0.04638, 1.11401], [-2.29517, -2.71370, -0.63622], [-2.43258, -1.56237, 0.49439], [-1.81762, -2.17442, -0.00431]], "forces_ev_per_a": [[-1.76, -1.44, -4.03], [0.08, 0.10, 2.20], [-0.92, 1.43, -1.88], [-0.26, 0.56, 0.18], [-1.23, 1.64, -0.96], [4.24, -1.75, -0.56], [-1.06, 1.27, 1.83], [0.28, 0.20, 1.27], [-0.28, -0.20, -1.27], [1.10, -1.05, -1.19], [-0.16, -0.27, 0.10], [0.52, -0.63, 0.48], [-1.16, -0.21, 1.93], [-0.12, 0.77, 0.57], [-0.46, 0.12, -0.93], [-0.54, -0.34, 1.03], [-0.90, 0.15, 0.31], [1.92, -0.34, 1.64], [0.16, 0.12, -0.41], [-0.28, 0.04, 0.10], [0.83, -0.21, -0.60], [0.02, 0.03, 0.19]], "nbo_charge": [-0.826, -0.109, -0.652, 0.325, -0.298, -0.658, 0.336, 0.003, -0.003, 0.239, 0.315, 0.261, 0.210, 0.275, 0.360, 0.421, 0.452, 0.424, -1.049, 0.459, 0.509, -0.995]}



5.
{"formula": "C3H14N2O2S", "method": "ωB97M-V/def2-TZVPD", "e_tot_ha": -780.805152, "fmax_ha_per_bohr": 0.1141, "gap_ev": 9.2, "smiles": "NC[C@H](N)CS.O.O", "e_homo_ev": -8.78, "elements": ["N", "C", "C", "N", "C", "S", "H", "H", "H", "H", "H", "H", "H", "H", "H", "H", "O", "H", "H", "O", "H", "H"], "positions_angstrom": [[0.71128, 0.08009, -2.61612], [1.74205, 0.67994, -1.77700], [1.18137, 1.62539, -0.74907], [1.95785, 2.87606, -0.72025], [1.12477, 1.01605, 0.59117], [-0.00639, 1.84087, 1.79226], [-0.05956, 0.65655, -2.92269], [0.38379, -0.81071, -2.26357], [2.45742, 1.21880, -2.58822], [2.43498, -0.07771, -1.43789], [0.13661, 1.86516, -1.08057], [1.91095, 3.43125, -1.58329], [2.83175, 2.74559, -0.40495], [2.10825, 1.09743, 1.08907], [0.96018, -0.13703, 0.49047], [0.65458, 3.01715, 2.14280], [-4.96114, -2.90338, 0.00654], [-4.22972, -3.31448, 0.27758], [-5.40796, -3.63206, -0.27353], [-0.83383, -5.27255, 1.47017], [-0.48833, -6.14613, 1.37314], [-0.20394, -4.58163, 1.65586]], "forces_ev_per_a": [[0.31, -1.46, 0.09], [0.99, 0.85, -3.96], [0.04, 1.81, -1.42], [-4.53, 1.02, -0.99], [0.78, -1.43, 1.74], [-0.10, 0.19, 0.16], [0.22, 0.15, 0.34], [-0.21, 0.24, -0.10], [-1.53, -0.48, 2.08], [-0.18, -0.45, 0.58], [0.87, -0.01, 0.31], [0.17, -0.67, 0.67], [3.83, -0.48, 1.09], [-0.15, -0.20, -0.42], [-0.37, 2.16, 0.57], [-0.15, -1.23, -0.74], [-2.31, 4.72, -0.47], [5.18, -1.84, 2.06], [-2.85, -2.89, -1.58], [-1.66, 0.77, -0.11], [0.96, -0.34, 0.07], [0.67, -0.42, 0.04]], "nbo_charge": [-0.860, -0.225, -0.119, -0.839, -0.509, -0.069, 0.366, 0.359, 0.179, 0.201, 0.199, 0.369, 0.347, 0.218, 0.235, 0.149, -0.906, 0.453, 0.452, -0.961, 0.480, 0.481]}